Record 1
Computed, not measured: C8H13NO2 in the gas phase, with wB97M-V/def2-TZVPD.

Properties
**Total charge**: 0
**Energy relative to the best compared isomer or geometry (same formula, charge and spin)**: 3.392 eV
**SMILES**: C/C(=C/[C@@H](C)N)[C@]1(C)OC1=O
**Orbital gap**: 0.3568 Ha

Geometry (Å):
C: -1.213 1.910 1.406
C: -0.394 0.951 0.582
C: 0.930 0.792 0.552
C: 1.591 -0.327 -0.230
C: 2.351 -1.321 0.670
N: 0.644 -0.997 -1.073
C: -1.279 0.072 -0.220
C: -1.440 0.461 -1.704
O: -2.483 -0.223 0.638
C: -1.734 -1.207 0.242
O: -1.597 -2.408 0.392
H: -0.536 2.180 2.242
H: -2.191 1.553 1.644
H: -1.392 2.974 1.012
H: 1.563 1.452 1.076
H: 2.331 0.135 -0.838
H: 3.003 -0.762 1.408
H: 2.947 -2.040 -0.054
H: 1.565 -1.880 1.123
H: 0.946 -0.988 -2.036
H: 0.655 -1.967 -0.754
H: -1.981 -0.335 -2.091
H: -0.428 0.570 -2.118
H: -1.858 1.407 -1.870

Atomic partial charges in e from the Mulliken method, atoms 1 to 2:
1. C -1.433
2. C 0.586

=====

Record 2
Computed, not measured: 2 unconnected molecules or ions with the total composition C8H13NO2, with wB97M-V/def2-TZVPD.

Properties
**Total charge**: 0
**Energy relative to the best compared isomer or geometry (same formula, charge and spin)**: 2.964 eV
**SMILES**: OC[C@@H]1CCO1.C/C=C/C#N
**Orbital gap**: 0.3773 Ha

Geometry (Å):
O: 2.657 -3.247 -1.663
C: 2.202 -1.931 -1.464
C: 1.624 -1.692 -0.087
C: 0.208 -2.284 0.196
C: -0.316 -0.901 0.042
O: 1.034 -0.354 -0.070
H: 1.928 -3.833 -1.427
H: 3.092 -1.306 -1.631
H: 1.451 -1.654 -2.231
H: 2.366 -1.872 0.709
H: -0.197 -3.001 -0.534
H: 0.105 -2.629 1.235
H: -0.833 -0.451 0.883
H: -0.896 -0.710 -0.882
C: -2.877 1.434 -1.003
C: -1.852 2.136 -0.187
C: -1.962 2.348 1.136
C: -0.900 2.922 1.896
N: -0.019 3.416 2.471
H: -3.360 2.098 -1.748
H: -3.666 0.998 -0.368
H: -2.400 0.660 -1.633
H: -0.911 2.436 -0.651
H: -2.831 1.967 1.668

Atomic partial charges in e from the Mulliken method, atoms 1 to 2:
1. O -0.509
2. C -0.549

=====

Record 3
Computed, not measured: C8H13NO2 in the gas phase, with wB97M-V/def2-TZVPD.

Properties
**Total charge**: 0
**Energy relative to the best compared isomer or geometry (same formula, charge and spin)**: 4.723 eV
**SMILES**: CC[C@@H](C)c1co[n+]([O-])c1C
**Orbital gap**: 0.3294 Ha

Geometry (Å):
C: 2.832 -0.347 1.075
C: 1.365 -0.620 1.123
C: 0.682 0.059 -0.040
C: 1.045 -0.471 -1.376
C: -0.845 -0.091 0.298
C: -1.393 -1.103 1.077
O: -2.757 -0.918 1.087
N: -3.073 0.203 0.167
O: -4.246 0.403 -0.073
C: -1.939 0.699 -0.281
C: -1.821 1.773 -1.303
H: 3.443 -0.841 1.961
H: 3.354 -0.834 0.303
H: 3.066 0.675 1.053
H: 0.976 -0.077 2.022
H: 1.256 -1.741 1.142
H: 0.943 1.127 -0.172
H: 0.281 -0.410 -2.148
H: 1.912 0.045 -1.760
H: 1.298 -1.529 -1.278
H: -0.920 -1.860 1.771
H: -2.855 2.107 -1.494
H: -1.439 1.310 -2.156
H: -1.166 2.442 -0.998

Atomic partial charges in e from the Mulliken method, atoms 1 to 2:
1. C -1.561
2. C -0.592

=====

Record 4
Computed, not measured: a molecular structure, C8H13NPRh, with wB97M-V/def2-TZVPD.

Properties
**Total charge**: 0
**Orbital gap (spin up / spin down)**: 0.1821 / 0.2477 Ha
**Multiplicity**: 5

Geometry (Å):
C: -0.505 -2.760 -0.754
C: -0.745 -3.916 -0.010
C: -1.197 -3.938 1.323
C: -1.494 -2.768 2.056
C: -1.309 -1.509 1.501
Rh: -0.317 -0.939 -0.071
P: 0.126 -0.091 -2.238
H: -0.117 -2.932 -1.776
H: -0.606 -4.888 -0.508
H: -1.386 -4.912 1.791
H: -1.736 -0.637 2.044
H: -1.976 -2.885 3.037
H: -0.776 0.894 -2.739
H: 0.016 -0.993 -3.339
H: 1.304 0.564 -2.721
C: 1.992 4.124 0.065
C: 0.619 3.676 0.538
C: 0.456 2.186 0.283
N: 0.321 0.951 0.072
H: 2.747 3.586 0.600
H: 2.107 5.172 0.244
H: 2.090 3.928 -0.983
H: 0.521 3.872 1.585
H: -0.135 4.214 0.002

Atomic partial charges in e from the Mulliken method, atoms 1 to 2:
1. C 0.003
2. C -0.617

=====

no.,strongest force on any atom (eV/A)
1,3.5
2,1.7
3,5.4
4,6.1